No. 1
Entry from the Open Molecules 2025 dataset: a cluster of 6 separate species, C48H90BrF5N2O in total (ωB97M-V/def2-TZVPD).

XYZ file:
```
147
Properties=species:S:1:pos:R:3:forces:R:3
C -5.538 1.788 -8.350 -0.5 0.9 -0.6
C -4.526 1.533 -9.568 -1.8 0.4 -0.7
O -3.342 0.747 -9.234 0.0 0.9 2.9
C -2.882 1.011 -7.900 1.1 1.3 1.4
C -2.989 -0.119 -6.831 0.9 1.0 0.7
N -2.543 -0.034 -5.482 -0.1 3.6 -4.7
C -1.993 1.272 -5.241 1.0 1.5 1.3
C -1.426 1.550 -3.784 1.0 2.2 0.2
C -1.488 0.344 -2.728 0.0 0.2 -1.2
C -0.372 -0.787 -2.949 -1.4 -1.7 1.4
C -0.511 -1.805 -1.673 -0.3 0.4 0.4
Br 1.503 -0.118 -2.911 -0.9 -0.1 -0.4
C -0.791 2.881 -3.342 -1.2 -0.6 -3.5
C -0.172 3.206 -1.908 0.0 -1.7 -0.4
C -1.219 3.761 -0.819 0.7 0.7 0.2
C -2.501 4.515 -1.423 -0.9 0.3 1.4
C -3.868 3.648 -1.306 0.9 0.3 -1.5
F -4.864 4.207 -2.178 2.0 -1.2 2.1
F -3.658 2.299 -1.718 -0.7 2.6 0.9
C -4.469 3.595 0.180 -2.4 -1.2 1.1
F -4.513 4.834 0.853 0.5 -3.1 -1.6
F -5.836 3.156 0.070 3.3 1.1 0.4
F -3.824 2.604 0.981 -1.2 2.9 -1.9
C -0.704 4.041 -4.432 -1.9 -3.1 -2.2
C -1.243 3.790 -5.852 0.6 -1.1 3.2
C -1.893 2.415 -6.277 0.7 0.5 0.8
N -2.327 2.295 -7.642 -1.1 -4.5 2.6
H -5.213 2.665 -7.670 -0.3 -1.7 -0.9
H -6.535 2.142 -8.828 1.6 -0.6 0.7
H -5.795 0.847 -7.758 0.6 1.3 -0.8
H -4.264 2.529 -10.098 -0.1 -1.6 1.2
H -5.119 0.927 -10.358 1.3 0.7 1.3
H -3.427 -1.128 -7.172 0.7 1.8 0.6
H -2.510 -0.172 -2.872 1.6 0.7 0.3
H -1.420 0.693 -1.641 -0.1 -0.2 -1.6
H -0.554 -1.450 -3.875 0.5 1.7 1.2
H -0.590 -2.898 -1.996 0.2 1.6 0.4
H 0.357 -1.687 -0.931 -1.3 -0.2 -1.3
H -1.469 -1.524 -1.082 1.5 -0.6 -1.0
H 0.766 3.862 -2.042 -1.7 -0.8 0.2
H 0.227 2.200 -1.493 -0.5 1.7 -0.7
H -1.474 2.924 -0.069 0.1 1.3 -1.4
H -0.645 4.551 -0.194 -1.0 -1.3 -1.0
H -2.370 4.934 -2.475 -0.3 -1.0 1.3
H -2.688 5.433 -0.740 0.1 -1.5 -1.2
H -0.247 5.071 -4.181 -0.8 -2.0 -0.4
H -1.132 4.641 -6.614 -0.4 -1.7 1.1
C -6.149 1.550 3.469 -0.1 0.1 0.1
C -5.099 0.715 4.190 0.1 0.1 -0.1
C -4.341 -0.238 3.264 0.1 -0.1 0.1
C -5.198 -1.307 2.580 -0.1 0.1 -0.1
C -5.986 -2.219 3.523 0.1 -0.1 -0.1
C -5.098 -3.049 4.441 -0.1 0.0 0.1
H -6.933 0.925 3.034 0.0 0.1 0.0
H -6.627 2.240 4.170 0.0 0.0 -0.1
H -5.695 2.142 2.671 -0.1 -0.1 0.0
H -5.569 0.162 5.009 0.0 0.0 0.0
H -4.375 1.394 4.654 0.0 -0.1 0.0
H -3.543 -0.723 3.837 0.0 0.0 0.0
H -3.838 0.349 2.487 0.0 0.0 0.0
H -4.543 -1.926 1.955 0.0 0.0 0.0
H -5.901 -0.826 1.892 0.0 0.0 0.0
H -6.592 -2.901 2.918 0.0 0.1 0.0
H -6.689 -1.634 4.124 0.0 0.0 0.0
H -4.411 -3.672 3.861 0.0 0.1 0.1
H -5.711 -3.710 5.060 0.1 0.0 0.0
H -4.510 -2.419 5.112 0.0 -0.1 0.0
C 8.408 1.812 -1.760 0.0 0.2 0.0
C 7.715 1.309 -0.501 0.1 -0.1 0.0
C 6.877 0.051 -0.731 -0.1 0.0 0.1
C 5.708 0.210 -1.707 0.1 0.0 -0.1
C 4.695 1.296 -1.343 -0.1 -0.1 0.0
C 3.985 1.040 -0.021 0.0 0.1 0.0
H 7.688 2.110 -2.526 0.1 0.0 0.0
H 9.024 2.685 -1.528 0.0 -0.1 -0.1
H 9.061 1.042 -2.181 -0.1 0.0 0.0
H 7.099 2.109 -0.077 0.0 -0.1 0.0
H 8.482 1.082 0.249 -0.1 0.0 0.0
H 6.499 -0.300 0.236 0.0 0.0 0.0
H 7.531 -0.747 -1.104 0.0 0.1 0.0
H 5.186 -0.751 -1.779 0.0 0.1 0.0
H 6.096 0.416 -2.710 0.0 0.0 0.0
H 3.941 1.346 -2.137 0.1 0.0 0.0
H 5.177 2.278 -1.316 0.0 0.0 0.0
H 3.463 0.079 -0.039 0.0 0.0 0.0
H 3.245 1.823 0.165 0.0 -0.1 0.1
H 4.684 1.039 0.818 -0.1 0.0 0.0
C -6.634 -0.594 -5.106 0.2 0.0 0.0
C -7.686 -0.935 -6.149 -0.1 0.1 0.0
C -9.052 -1.278 -5.554 -0.1 0.0 -0.1
C -9.082 -2.514 -4.650 0.1 0.0 0.1
C -8.599 -3.812 -5.298 -0.1 0.0 0.1
C -9.453 -4.251 -6.480 0.1 -0.1 -0.1
H -6.427 -1.443 -4.449 0.0 0.1 0.0
H -5.695 -0.319 -5.595 0.0 0.0 0.1
H -6.951 0.250 -4.488 0.0 -0.1 0.0
H -7.326 -1.756 -6.778 -0.1 0.0 0.0
H -7.806 -0.070 -6.812 0.0 -0.1 0.0
H -9.769 -1.409 -6.372 0.0 0.0 0.1
H -9.412 -0.420 -4.975 0.0 0.0 0.0
H -10.109 -2.657 -4.295 0.1 0.0 0.0
H -8.480 -2.325 -3.755 0.0 0.0 0.0
H -8.619 -4.605 -4.543 0.1 0.1 0.0
H -7.555 -3.718 -5.615 0.0 0.0 0.0
H -10.495 -4.389 -6.178 0.0 0.0 0.0
H -9.088 -5.203 -6.875 -0.1 0.1 0.0
H -9.422 -3.522 -7.293 0.0 0.0 0.0
C 5.788 0.395 3.457 0.0 -0.2 -0.1
C 6.423 0.318 4.839 -0.1 0.1 0.1
C 6.867 1.678 5.379 0.1 0.0 0.1
C 7.949 2.386 4.558 -0.1 0.0 -0.1
C 9.245 1.598 4.363 0.0 0.1 0.0
C 9.970 1.294 5.668 0.1 -0.1 -0.1
H 6.495 0.759 2.708 -0.1 0.0 0.0
H 5.453 -0.597 3.141 0.0 0.1 -0.1
H 4.918 1.058 3.464 0.1 0.0 0.0
H 7.266 -0.381 4.817 0.0 0.0 0.0
H 5.690 -0.108 5.534 0.1 0.0 0.0
H 7.217 1.548 6.409 0.0 0.0 0.0
H 5.994 2.337 5.440 0.0 0.0 0.0
H 8.185 3.338 5.049 0.0 -0.1 0.0
H 7.547 2.648 3.574 0.0 0.0 0.0
H 9.914 2.184 3.724 -0.1 -0.1 0.0
H 9.049 0.664 3.827 0.0 0.0 0.0
H 10.211 2.217 6.204 0.0 -0.1 0.0
H 10.907 0.769 5.464 0.0 0.0 0.1
H 9.371 0.659 6.324 0.0 0.0 0.0
C 7.254 -2.223 7.578 0.0 0.1 -0.1
C 5.784 -2.333 7.955 0.0 0.0 0.1
C 5.421 -3.671 8.603 -0.1 0.0 0.0
C 5.626 -4.904 7.718 0.1 0.0 0.0
C 4.867 -4.891 6.390 0.0 -0.1 0.1
C 3.354 -4.858 6.560 0.0 0.1 -0.2
H 7.535 -2.965 6.826 0.0 0.0 0.1
H 7.462 -1.234 7.160 0.1 -0.1 0.0
H 7.894 -2.360 8.454 0.0 0.0 -0.1
H 5.163 -2.154 7.072 0.0 0.0 0.0
H 5.547 -1.531 8.664 0.0 -0.1 -0.1
H 4.378 -3.629 8.933 0.0 0.0 0.0
H 6.019 -3.797 9.513 0.0 0.0 0.0
H 5.327 -5.791 8.288 0.0 0.0 0.0
H 6.694 -5.029 7.509 0.0 0.0 0.0
H 5.133 -5.794 5.831 0.0 0.1 0.0
H 5.185 -4.044 5.774 0.0 0.0 0.0
H 3.008 -5.717 7.141 0.0 0.1 0.0
H 2.864 -4.894 5.583 0.0 0.0 0.1
H 3.024 -3.946 7.062 0.0 -0.1 0.0
```
Positions in Å, forces in eV/Å.

Computed properties:
Structure (SMILES): CCOc1cnc2c(C[C@H](C)Br)c(CCCC(F)(F)C(F)(F)F)ccc2n1.CCCCCC.CCCCCC.CCCCCC.CCCCCC.CCCCCC
Energy: -139888.134 eV


No. 2
Entry from the Open Molecules 2025 dataset: a cluster of 7 separate species, C48H91BrF17 in total (ωB97M-V/def2-TZVPD).

XYZ file:
```
157
Properties=species:S:1:pos:R:3:forces:R:3
C 0.083 5.705 -9.573 0.4 0.7 0.8
C 0.036 4.810 -8.240 -0.5 -0.3 -1.0
Br 1.872 4.986 -7.390 -0.3 0.1 0.1
C -0.174 3.256 -8.518 -0.1 -0.2 -0.8
C -1.409 2.896 -9.453 -1.6 1.5 2.0
C -2.787 2.995 -8.660 2.9 -0.8 -3.3
F -3.137 4.341 -8.299 -0.6 -1.4 0.4
F -3.786 2.585 -9.614 0.8 1.0 1.7
C -2.890 1.959 -7.436 -0.8 -0.6 -1.5
F -1.968 0.900 -7.610 -1.7 2.0 0.9
F -4.181 1.364 -7.538 2.2 0.8 1.0
C -2.759 2.616 -5.993 -1.5 0.8 0.2
F -4.002 3.252 -5.746 2.1 -1.1 -0.5
F -1.803 3.630 -5.902 -1.4 -2.2 0.0
C -2.611 1.536 -4.792 -1.4 0.8 1.2
F -3.356 2.093 -3.716 1.4 -1.2 -1.5
F -3.229 0.323 -5.080 1.5 2.1 0.2
C -1.119 1.398 -4.244 0.4 -0.1 -0.8
F -0.240 1.345 -5.347 -1.5 0.5 2.3
F -0.866 2.524 -3.458 0.0 -2.1 -1.3
C -0.850 0.018 -3.450 -0.8 -1.0 -1.9
F -0.777 -0.963 -4.469 0.0 1.6 1.9
F -1.932 -0.364 -2.655 2.3 1.0 -0.9
C 0.552 -0.033 -2.706 1.1 -1.7 0.6
F 0.731 -1.376 -2.298 -0.6 2.3 -0.8
F 1.644 0.263 -3.515 -2.3 -0.3 1.1
C 0.673 0.863 -1.392 1.4 0.8 1.8
F 1.515 1.962 -1.650 -2.0 -2.4 0.7
F 1.294 0.059 -0.379 -1.6 2.2 -2.3
F -0.518 1.344 -0.889 2.2 -1.1 -1.1
H -0.908 6.241 -9.768 1.2 -1.1 0.2
H 0.856 6.525 -9.367 -1.1 -1.0 -0.4
H 0.435 5.131 -10.484 -0.6 0.5 1.2
H -0.683 5.246 -7.479 0.9 -0.6 -1.0
H 0.765 2.896 -9.072 -1.1 0.6 0.9
H -0.212 2.670 -7.537 0.2 0.9 -1.3
H -1.549 3.670 -10.291 0.3 -1.0 1.1
C 8.162 4.061 -1.423 0.1 0.0 0.1
C 7.676 2.640 -1.673 0.0 0.0 -0.2
C 6.349 2.579 -2.431 0.0 -0.1 0.0
C 5.156 3.212 -1.710 0.0 0.1 0.0
C 4.849 2.635 -0.327 -0.1 0.0 -0.1
C 4.473 1.160 -0.361 0.1 -0.1 0.2
H 7.465 4.622 -0.795 0.0 0.0 -0.1
H 9.128 4.045 -0.910 0.0 0.1 0.0
H 8.289 4.601 -2.364 0.0 0.0 0.0
H 7.599 2.104 -0.722 0.0 0.0 0.0
H 8.434 2.113 -2.262 0.0 0.0 0.1
H 6.123 1.532 -2.660 0.0 0.0 0.0
H 6.471 3.077 -3.400 0.0 0.0 0.0
H 4.270 3.100 -2.346 0.0 0.0 0.0
H 5.318 4.290 -1.613 0.0 0.0 0.0
H 4.015 3.198 0.105 0.1 0.0 0.0
H 5.699 2.783 0.347 0.0 0.0 0.0
H 3.596 0.995 -0.989 0.2 0.0 0.0
H 4.233 0.813 0.648 0.0 -0.1 -0.1
H 5.291 0.543 -0.739 0.0 0.0 0.0
C -1.226 3.388 2.476 0.1 0.0 0.1
C -1.712 1.966 2.231 0.0 0.0 -0.1
C -3.039 1.903 1.474 0.0 -0.1 0.0
C -4.232 2.538 2.194 0.0 0.1 0.0
C -4.538 1.965 3.579 -0.1 0.0 -0.1
C -4.916 0.490 3.552 0.0 0.0 0.2
H -1.922 3.951 3.103 0.0 0.0 0.0
H -0.260 3.374 2.988 0.0 0.1 0.0
H -1.100 3.925 1.533 0.0 0.0 0.0
H -1.788 1.433 3.184 0.0 0.0 0.0
H -0.955 1.438 1.643 -0.1 0.0 0.1
H -3.265 0.855 1.248 0.0 0.0 0.0
H -2.919 2.398 0.504 0.0 0.0 0.0
H -5.119 2.424 1.559 0.0 0.0 0.0
H -4.069 3.616 2.288 0.0 0.0 0.0
H -5.372 2.530 4.010 0.1 0.0 0.0
H -3.688 2.114 4.251 0.0 0.0 0.0
H -5.793 0.324 2.920 0.1 0.0 0.0
H -5.156 0.143 4.561 0.0 -0.1 -0.1
H -4.099 -0.129 3.175 -0.1 0.0 0.0
C 8.910 -4.326 -3.879 0.1 -0.1 0.1
C 7.685 -4.579 -3.010 -0.1 0.0 -0.1
C 6.712 -3.399 -2.977 -0.1 0.0 0.1
C 7.277 -2.106 -2.384 0.1 0.0 -0.1
C 7.809 -2.224 -0.955 -0.1 0.1 0.0
C 6.739 -2.612 0.057 0.1 0.0 0.1
H 9.508 -3.493 -3.503 0.0 0.0 0.0
H 9.552 -5.212 -3.894 0.0 0.1 -0.1
H 8.618 -4.104 -4.909 0.0 0.0 0.0
H 8.002 -4.843 -1.996 0.0 0.0 0.0
H 7.155 -5.452 -3.403 0.0 0.0 0.1
H 5.818 -3.696 -2.419 0.0 0.0 0.0
H 6.372 -3.191 -3.998 0.0 0.0 0.0
H 6.491 -1.342 -2.408 0.0 0.0 0.0
H 8.079 -1.729 -3.027 0.0 0.0 0.0
H 8.230 -1.256 -0.661 0.0 -0.1 0.0
H 8.634 -2.942 -0.912 0.0 0.0 0.0
H 5.926 -1.882 0.062 0.0 -0.1 0.0
H 7.167 -2.649 1.063 -0.1 0.0 0.0
H 6.316 -3.596 -0.159 0.0 0.0 0.0
C -8.786 -1.222 8.664 0.0 0.2 0.0
C -9.054 -1.569 7.206 -0.1 -0.1 0.1
C -8.961 -3.068 6.914 0.0 0.0 -0.1
C -7.585 -3.695 7.154 0.0 0.0 0.1
C -6.436 -3.064 6.365 0.0 -0.2 0.0
C -6.598 -3.191 4.856 0.1 0.1 0.0
H -7.772 -1.494 8.964 -0.1 0.0 0.0
H -8.900 -0.147 8.823 0.0 -0.1 0.1
H -9.491 -1.737 9.322 0.1 0.0 0.0
H -8.369 -1.009 6.562 0.0 0.0 0.0
H -10.063 -1.230 6.948 0.1 0.0 0.0
H -9.266 -3.243 5.877 0.0 0.0 0.0
H -9.694 -3.596 7.534 0.0 0.0 0.0
H -7.643 -4.761 6.905 0.0 0.1 0.0
H -7.345 -3.650 8.221 0.0 0.0 0.0
H -5.504 -3.560 6.657 0.0 0.1 0.0
H -6.319 -2.010 6.635 0.0 0.0 0.0
H -6.671 -4.241 4.560 0.0 0.1 0.0
H -5.735 -2.755 4.347 -0.1 0.0 0.0
H -7.490 -2.671 4.501 0.0 0.0 0.0
C 10.700 -4.003 0.623 0.0 0.1 0.1
C 11.522 -3.085 -0.272 0.0 -0.1 -0.1
C 12.470 -3.840 -1.205 0.1 0.1 0.0
C 13.549 -4.671 -0.506 -0.1 -0.1 0.1
C 14.463 -3.889 0.440 0.1 -0.1 -0.1
C 15.279 -2.812 -0.263 0.0 0.1 0.1
H 11.334 -4.585 1.295 0.0 0.0 0.0
H 10.018 -3.414 1.242 0.0 -0.1 0.0
H 10.101 -4.696 0.026 0.0 0.0 0.0
H 12.078 -2.371 0.344 0.0 0.0 0.0
H 10.835 -2.492 -0.885 0.1 0.0 0.0
H 12.944 -3.121 -1.881 0.0 0.0 0.0
H 11.880 -4.507 -1.845 0.0 0.0 0.0
H 14.164 -5.154 -1.274 0.0 0.0 0.0
H 13.077 -5.484 0.055 0.0 0.0 0.0
H 15.154 -4.595 0.913 -0.1 0.0 0.0
H 13.881 -3.440 1.250 0.0 0.0 0.0
H 15.903 -3.247 -1.049 0.0 0.0 0.0
H 15.937 -2.310 0.451 0.0 0.0 -0.1
H 14.639 -2.051 -0.715 0.0 0.0 0.0
C -14.428 2.660 5.102 0.0 0.0 -0.2
C -14.979 1.241 5.158 0.0 0.0 0.1
C -14.371 0.400 6.280 0.0 -0.1 0.0
C -12.862 0.163 6.174 0.1 0.1 0.0
C -12.396 -0.507 4.880 0.0 -0.1 0.1
C -12.963 -1.908 4.688 0.0 0.0 -0.2
H -13.356 2.669 4.896 0.0 0.0 0.0
H -14.921 3.225 4.306 0.1 0.0 0.1
H -14.603 3.183 6.045 0.1 0.0 0.0
H -14.834 0.752 4.190 0.0 0.0 0.0
H -16.062 1.296 5.315 0.0 -0.1 0.0
H -14.890 -0.564 6.318 0.0 0.0 0.0
H -14.577 0.887 7.240 0.0 0.0 0.0
H -12.549 -0.453 7.025 0.0 0.0 0.0
H -12.335 1.116 6.285 0.0 0.0 0.0
H -11.303 -0.576 4.901 -0.1 0.1 0.0
H -12.647 0.113 4.014 0.0 0.0 0.0
H -12.685 -2.558 5.521 0.0 0.0 0.0
H -12.572 -2.351 3.768 -0.1 0.0 0.1
H -14.053 -1.895 4.611 0.0 0.0 0.0
```
Positions in Å, forces in eV/Å.

Computed properties:
Energy: -167491.220 eV
Total charge: -1


- Which formula does entry 2 have?
  C48H91BrF17